{"formula": "C8H15N", "method": "ωB97M-V with the def2-TZVPD basis set", "elements": ["C", "C", "C", "C", "C", "C", "C", "C", "N", "H", "H", "H", "H", "H", "H", "H", "H", "H", "H", "H", "H", "H", "H", "H"], "positions_angstrom": [[0.663, -0.442, -0.121], [0.013, 0.790, -0.286], [0.987, -1.260, -1.330], [0.529, -1.196, 1.170], [-2.950, 0.667, 0.137], [-1.860, -0.108, -0.556], [2.242, 0.917, 0.107], [2.488, 1.652, 1.178], [-2.045, -1.092, -1.317], [-3.035, -1.312, -1.509], [-0.248, 1.371, 0.588], [0.077, 1.291, -1.242], [3.019, 0.739, -0.634], [-0.205, -1.992, 1.036], [0.067, -1.768, -1.641], [1.326, -0.637, -2.155], [1.736, -2.018, -1.103], [1.490, -1.639, 1.434], [0.205, -0.555, 1.988], [-2.853, 0.562, 1.220], [-2.866, 1.731, -0.097], [-3.953, 0.327, -0.155], [1.724, 1.838, 1.929], [3.448, 2.133, 1.359]], "atomic_forces_ev_per_a": [[4.5, 1.8, 0.8], [-5.8, -1.6, -1.0], [-0.1, -0.1, 0.0], [0.1, 0.2, -0.1], [-0.1, -0.1, -0.1], [0.7, 1.9, 0.2], [0.0, -2.6, 0.2], [-0.4, 0.1, 0.0], [0.3, 0.0, -0.4], [0.2, 0.1, 0.5], [0.3, 0.1, -0.1], [0.2, 0.1, 0.1], [-0.1, 0.0, -0.1], [-0.1, 0.0, 0.0], [0.2, 0.1, 0.0], [0.0, 0.0, 0.0], [0.1, 0.1, 0.0], [-0.1, -0.1, 0.0], [0.0, 0.0, 0.0], [0.0, 0.0, 0.0], [0.0, 0.0, 0.0], [0.1, 0.0, 0.0], [0.0, -0.2, 0.1], [-0.1, 0.1, -0.2]], "mulliken_charge": [1.725, -1.233, -1.502, -1.630, -1.271, 0.442, -0.320, -0.668, -0.561, 0.246, 0.468, 0.325, 0.301, 0.414, 0.303, 0.380, 0.382, 0.422, 0.345, 0.248, 0.273, 0.437, 0.187, 0.287], "total_energy_ev": -10024.0874, "gap_ev": 7.9, "e_above_lowest_kj_mol": 510.2, "e_homo_ev": -6.95, "total_charge": 0}